1.
ORCA calculation (the ωB97M-V functional and the def2-TZVPD basis) on a 2-piece molecular cluster, C4H13N2O2 overall in a non-equilibrium geometry.

```
21
Properties=species:S:1:pos:R:3
C -0.496 1.079 0.893
N 0.048 -0.013 1.733
C -1.062 -1.061 1.963
O -1.429 -1.756 0.847
C 0.719 1.553 -0.151
N 0.755 0.928 -1.423
C 2.049 0.886 -2.073
H -1.645 0.894 0.572
H -0.542 1.900 1.456
H 0.897 -0.389 1.489
H -0.605 -1.663 2.800
H -2.064 -0.506 2.393
H 0.637 2.673 -0.244
H 1.456 1.460 0.588
H 0.055 0.164 -1.454
H 1.961 1.114 -3.064
H 2.692 1.697 -1.618
H 2.573 -0.049 -1.999
H -0.847 -1.379 -0.351
H -1.407 -1.657 -1.736
O -0.575 -1.420 -1.446
```

Computed properties:
Energy: -420.1206 hartree
Highest occupied orbital energy: -0.139 hartree
Charge: -1
LUMO energy: 4.1 eV

---

2.
ORCA calculation (the ωB97M-V functional and the def2-TZVPD basis) on a 2-piece molecular cluster, C4H13N2O2 overall in a non-equilibrium geometry.

```
21
Properties=species:S:1:pos:R:3
C -0.243 0.088 0.056
C -1.475 1.006 0.170
C -1.491 1.542 1.620
N -2.628 1.187 2.472
N 0.079 -0.298 -1.311
C 0.529 -1.701 -1.521
O 1.883 -1.864 -1.577
H 0.635 0.566 0.480
H -0.417 -0.807 0.663
H -2.361 0.404 0.028
H -1.420 1.820 -0.549
H -0.649 1.260 2.249
H -1.292 2.622 1.579
H -3.508 1.062 2.004
H -2.437 0.300 2.909
H 0.864 0.237 -1.673
H 0.111 -2.314 -0.692
H 0.080 -2.042 -2.476
H 2.478 -0.668 -0.798
H 3.814 -0.189 -0.320
O 2.893 0.047 -0.165
```

Computed properties:
Energy: -420.1864 hartree
Highest occupied orbital energy: -0.114 hartree
Charge: -1
LUMO energy: 3.8 eV

---

3.
ORCA calculation (the ωB97M-V functional and the def2-TZVPD basis) on a 2-piece molecular cluster, C4H13N2OS overall in a non-equilibrium geometry.

```
21
Properties=species:S:1:pos:R:3
N 0.324 -0.876 -1.613
C 0.780 -0.412 -0.300
C 1.650 -1.510 0.391
S 0.836 -3.028 0.977
C -0.326 -0.043 0.656
N -1.288 0.933 0.107
C -2.518 0.300 -0.366
H 1.137 -1.165 -2.137
H -0.219 -1.720 -1.469
H 1.504 0.406 -0.435
H 2.436 -1.920 -0.255
H 2.121 -1.005 1.246
H 0.131 0.544 1.463
H -0.694 -0.974 1.096
H -0.901 1.553 -0.578
H -3.241 0.331 0.448
H -2.407 -0.598 -0.956
H -3.051 1.081 -0.964
H 1.909 2.857 1.318
H 0.715 2.181 0.583
O 1.103 3.063 0.788
```

Computed properties:
Energy: -743.1428 hartree
Highest occupied orbital energy: -0.096 hartree
Charge: -1
LUMO energy: 3.5 eV

---

4.
ORCA calculation (the ωB97M-V functional and the def2-TZVPD basis) on a 2-piece molecular cluster, C4H13N2OS overall in a non-equilibrium geometry.

```
21
Properties=species:S:1:pos:R:3
C -0.755 -0.709 0.934
N -0.956 -0.807 -0.525
C -2.075 0.058 -1.120
N -2.109 1.399 -0.657
C 0.151 0.411 1.495
C 1.551 0.348 0.701
S 1.458 1.109 -0.983
H -0.136 -1.629 1.170
H -1.772 -0.598 1.550
H -0.106 -0.364 -0.895
H -1.765 0.149 -2.150
H -3.018 -0.610 -1.146
H -1.156 1.825 -0.757
H -2.605 1.437 0.280
H -0.342 1.369 1.206
H 0.267 0.219 2.549
H 1.813 -0.719 0.683
H 2.254 0.904 1.349
H 2.965 -0.487 -1.394
H 2.858 -2.014 -1.217
O 3.480 -1.289 -1.074
```

Computed properties:
Energy: -743.1455 hartree
Highest occupied orbital energy: -0.118 hartree
Charge: -1
LUMO energy: 4.0 eV

---

5.
ORCA calculation (the ωB97M-V functional and the def2-TZVPD basis) on C4H13N2OS as an isolated structure in a non-equilibrium geometry.

```
21
Properties=species:S:1:pos:R:3
N -0.274 -0.151 -0.979
C -0.038 -0.056 0.466
C -1.059 -0.962 1.215
S -0.790 -2.755 0.841
C -0.481 1.449 0.708
N 2.393 1.217 -1.348
C 3.600 1.496 -0.638
H 0.018 -1.079 -1.323
H 0.493 0.431 -1.423
H 0.993 -0.166 0.754
H -0.892 -0.735 2.288
H -1.997 -0.565 0.794
H -1.240 1.660 -0.006
H 0.323 2.130 0.438
H -0.842 1.584 1.727
H 3.678 2.354 0.050
H 4.552 0.982 -0.933
H 2.452 0.703 -0.317
H -3.861 -2.622 -1.510
H -3.072 -2.552 -0.212
O -3.956 -2.363 -0.591
```

Computed properties:
⟨S²⟩: 0.7548
Energy: -742.9377 hartree
Highest occupied orbital energy (spin up / spin down): 0.062 / 0.028 hartree
Multiplicity: 2
Charge: -2
LUMO energy (spin up / spin down): 6.0 / 6.0 eV

---

6.
ORCA calculation (the ωB97M-V functional and the def2-TZVPD basis) on a 2-piece molecular cluster, C4H13N2S overall in a non-equilibrium geometry.

```
20
Properties=species:S:1:pos:R:3
C -0.501 1.427 1.365
C -1.556 1.658 0.580
N -2.278 0.750 -0.169
N 0.315 2.509 1.949
H -0.071 0.448 1.476
H -1.869 2.687 0.440
H -2.572 1.143 -1.048
H -1.773 -0.098 -0.376
H 1.328 2.365 1.678
H 0.305 2.450 2.986
H 0.008 3.464 1.649
C 0.717 -1.749 -2.485
S 0.757 -0.953 -0.859
C 1.205 -2.366 0.157
H 0.049 -2.612 -2.514
H 1.706 -2.050 -2.826
H 0.323 -1.061 -3.234
H 1.130 -2.108 1.215
H 0.542 -3.216 -0.004
H 2.238 -2.690 0.020
```

Computed properties:
⟨S²⟩: 0.7505
Energy: -667.7485 hartree
Highest occupied orbital energy (spin up / spin down): -0.128 / -0.329 hartree
Multiplicity: 2
LUMO energy (spin up / spin down): 0.6 / 0.6 eV

---

7.
ORCA calculation (the ωB97M-V functional and the def2-TZVPD basis) on a 2-piece molecular cluster, C4H13N2S overall in a non-equilibrium geometry.

```
20
Properties=species:S:1:pos:R:3
C -0.992 0.329 -1.395
C -1.547 -0.832 -0.557
C -1.036 -0.909 0.943
S -1.996 -2.243 1.820
H -1.638 0.571 -2.202
H -0.060 -0.013 -1.861
H -0.839 1.309 -0.943
H -2.706 -0.723 -0.605
H -1.250 -1.805 -0.972
H -1.205 -0.005 1.610
H -0.017 -1.191 0.924
H -1.048 -2.533 2.733
N 1.745 2.182 -0.028
C 1.400 0.949 0.283
N 2.181 -0.135 0.135
H 2.624 2.368 -0.446
H 1.090 2.926 -0.014
H 0.404 0.838 0.655
H 1.843 -1.070 0.245
H 3.048 -0.015 -0.324
```

Computed properties:
Energy: -667.6361 hartree
Highest occupied orbital energy: -0.445 hartree
Charge: +1
LUMO energy: -4.0 eV

---

8.
ORCA calculation (the ωB97M-V functional and the def2-TZVPD basis) on a 2-piece molecular cluster, C4H13N2S overall.

```
20
Properties=species:S:1:pos:R:3
C 1.532 -2.839 -0.800
N 1.673 0.809 -1.226
C 1.242 -0.407 -0.996
N 1.974 -1.482 -1.092
H 1.980 -3.517 -1.526
H 0.450 -2.907 -0.892
H 1.836 -3.127 0.204
H 2.652 1.027 -1.324
H 1.045 1.559 -0.978
H 0.188 -0.467 -0.743
H 2.948 -1.374 -1.342
C -2.362 2.172 0.677
S -0.968 1.134 1.160
C -1.792 -0.463 0.887
H -3.165 2.083 1.400
H -2.727 1.889 -0.304
H -2.044 3.208 0.616
H -1.142 -1.283 1.190
H -2.704 -0.487 1.475
H -2.057 -0.570 -0.166
```

Computed properties:
Energy: -667.6699 hartree
Highest occupied orbital energy: -0.446 hartree
Charge: +1
LUMO energy: -3.3 eV

---

9.
ORCA calculation (the ωB97M-V functional and the def2-TZVPD basis) on a 3-piece molecular cluster, C4H13N2S2 overall in a non-equilibrium geometry.

```
21
Properties=species:S:1:pos:R:3
N -2.125 -0.549 0.970
C -2.654 0.537 0.122
C -3.248 -0.082 -1.164
S -2.092 -0.169 -2.495
S 0.741 -0.035 1.141
C 1.890 -0.393 -0.173
C 3.314 -0.234 0.452
N 3.544 1.097 1.039
H -1.423 -1.064 0.418
H -1.485 -0.179 1.707
H -0.997 -1.434 -1.436
H -3.422 1.101 0.687
H -1.875 1.246 -0.218
H -3.629 -1.092 -0.904
H -4.066 0.543 -1.532
H 1.757 -1.414 -0.520
H 1.718 0.274 -1.017
H 4.107 -0.382 -0.291
H 3.397 -0.962 1.275
H 3.824 1.786 0.369
H 2.724 1.404 1.570
```

Computed properties:
Energy: -1065.5850 hartree
Highest occupied orbital energy: -0.474 hartree
Charge: +1
LUMO energy: -8.9 eV

---

10.
ORCA calculation (the ωB97M-V functional and the def2-TZVPD basis) on an isolated ion of composition C4H13N2Si and charge +1 in a non-equilibrium geometry.

```
20
Properties=species:S:1:pos:R:3
C -2.432 0.944 0.682
N -2.279 0.334 -0.614
Si -1.112 -0.933 -0.836
C -0.113 -1.001 0.896
C 0.858 0.100 0.629
N 2.033 -0.186 0.043
C 3.076 0.555 -0.677
H -1.532 1.457 0.953
H -3.189 1.749 0.464
H -2.780 0.338 1.497
H -3.116 0.242 -1.060
H -1.588 -2.312 -0.988
H -0.125 -0.443 -1.766
H -0.647 -0.728 1.893
H 0.336 -2.020 0.749
H 0.550 1.102 0.712
H 2.095 -1.184 -0.037
H 3.361 -0.009 -1.605
H 4.002 0.482 -0.054
H 2.603 1.512 -0.880
```

Computed properties:
Energy: -558.9257 hartree
Highest occupied orbital energy: -0.479 hartree
Charge: +1
LUMO energy: -4.4 eV
Structure (SMILES): CN[SiH2]C/C=[NH+]/C

---

11.
ORCA calculation (the ωB97M-V functional and the def2-TZVPD basis) on one molecule with the formula C4H13N3 in a non-equilibrium geometry.

```
20
Properties=species:S:1:pos:R:3
C 0.356 -0.611 -3.202
N -0.204 -0.575 -1.857
C -0.451 0.757 -1.327
C 0.312 1.008 -0.002
N 0.126 -0.089 0.919
C 0.063 0.269 2.319
N -0.082 -0.856 3.168
H 0.347 -1.607 -3.635
H -0.153 0.072 -3.901
H 1.384 -0.243 -3.146
H -0.992 -1.196 -1.823
H -1.521 0.893 -1.155
H -0.002 1.488 -2.001
H 1.361 1.224 -0.207
H -0.173 1.901 0.401
H -0.733 -0.568 0.678
H 1.007 0.759 2.576
H -0.723 1.028 2.490
H 0.627 -0.909 3.885
H -0.939 -0.928 3.700
```

Computed properties:
Energy: -324.4250 hartree
Highest occupied orbital energy: -0.301 hartree
LUMO energy: 1.1 eV
Structure (SMILES): CNCCNCN

---

12.
ORCA calculation (the ωB97M-V functional and the def2-TZVPD basis) on C4H13N3 as an isolated structure in a non-equilibrium geometry.

```
20
Properties=species:S:1:pos:R:3
C 0.546 0.454 -0.360
C 1.771 0.083 0.445
C 0.777 -0.300 -2.217
C -2.180 -0.932 1.771
N -0.604 -0.293 -0.360
N -0.963 -0.175 1.503
N 0.321 1.801 -0.496
H -0.405 -1.289 -0.367
H -1.202 0.803 1.689
H 1.108 2.429 -0.527
H -0.598 2.033 -0.847
H 2.655 0.632 0.113
H 1.947 -0.992 0.389
H 1.590 0.333 1.493
H 0.075 -0.985 -2.686
H 1.760 -0.758 -2.110
H 0.869 0.578 -2.851
H -2.002 -1.986 1.509
H -2.489 -0.863 2.825
H -2.975 -0.575 1.086
```

Computed properties:
Energy: -324.3105 hartree
Highest occupied orbital energy: -0.273 hartree
LUMO energy: 1.0 eV